DFT (wB97M-V/def2-TZVPD) results for a molecular structure, C8H6FeN2O4S.

As for the total energy: -64749.472 eV. The orbital gap (spin up / spin down) is 8.48 / 6.84 eV. Its net charge is +3. Its relative energy (zero: lowest compared OMol25 entry of this formula, charge and spin) is 0.0000 eV. The HOMO energy (spin up / spin down) is -21.07 / -22.74 eV. The calculation puts the largest force on an atom at 11.3 eV Å⁻¹. The spin multiplicity is 6.

Cartesian coordinates (Å):
C (-0.418, 0.949, 5.163)
Fe (0.260, -0.892, 0.236)
C (0.088, -0.194, 3.316)
H (-0.773, 1.010, 6.158)
H (-0.120, -2.300, 5.154)
C (0.134, -0.372, -1.531)
O (-0.836, 3.322, 0.002)
S (0.416, -1.541, 2.258)
C (2.008, -0.701, -0.503)
O (3.025, -0.285, -0.882)
C (-0.216, 2.437, 0.344)
H (-1.291, -1.372, 6.085)
C (-1.527, -1.278, -0.268)
H (-1.709, -1.959, 4.484)
H (0.760, 1.538, 2.263)
O (-2.652, -1.218, -0.528)
H (0.261, 2.887, 4.403)
C (0.083, 1.840, 4.287)
C (-0.920, -1.592, 5.105)
N (-0.432, -0.302, 4.572)
N (0.421, 1.143, 3.160)
O (0.117, -0.426, -2.701)

How positive or negative is each atom? The natural (NBO) charges in e answer that:
1 C 0.1560
2 Fe 0.9948
3 C 0.3315
4 H 0.3051
5 H 0.2674
6 C 0.3454
7 O -0.3355
8 S 0.0445
9 C 0.4281
10 O -0.2188
11 C 0.3954
12 H 0.2713
13 C 0.4294
14 H 0.2589
15 H 0.4788
16 O -0.2210
17 H 0.3121
18 C 0.1634
19 C -0.4169
20 N -0.2809
21 N -0.5029
22 O -0.2058